Entry 1:
Entry from OMol25: a structure of composition C10H10BaBrCl (ωB97M-V with the def2-TZVPD basis set).

Charge: -2
Relative energy (zero: lowest compared OMol25 entry of this formula, charge and spin), kcal/mol: 0.0
Gap between HOMO and LUMO, eV: 6.01
E_LUMO, eV: 4.972

Each line ends with the Mulliken charge.
Geometry (Å):
C -1.357 -0.890 -1.470  -0.4139
C -1.455 -1.894 -0.480  -0.4430
C -2.266 -1.401 0.559  -0.8696
H -0.893 -2.822 -0.485  0.2688
C -2.661 -0.097 0.238  -0.8151
C -2.087 0.248 -1.004  -0.3274
H -2.067 1.205 -1.469  0.4050
H -0.778 -0.942 -2.353  0.5352
H -2.337 -1.871 1.552  0.4679
H -3.078 0.628 0.941  0.4212
Ba -0.042 0.081 1.552  1.3405
Br 1.214 -2.733 2.499  -0.8799
C 2.385 1.307 0.615  -0.8991
C 1.532 2.046 -0.209  -0.7619
C 1.271 1.277 -1.370  -0.2924
H 0.957 2.932 0.070  0.3236
C 1.960 0.042 -1.226  -0.4340
C 2.648 0.073 0.002  -0.5079
H 3.129 -0.800 0.457  0.3625
H 2.551 1.512 1.690  0.5008
H 0.583 1.510 -2.150  0.5043
H 1.882 -0.789 -1.888  0.4257
Cl -1.092 1.380 3.930  -0.9112

Entry 2:
Entry from OMol25: a cluster of 2 separate species, C4H12NO2 in total (ωB97M-V with the def2-TZVPD basis set).

Charge: -1
Relative energy (zero: lowest compared OMol25 entry of this formula, charge and spin), kcal/mol: 27.7
Gap between HOMO and LUMO, eV: 6.46
E_LUMO, eV: 3.730

Each line ends with the Mulliken charge.
Geometry (Å):
C -0.666 -2.908 0.580  -0.6838
N -1.666 -2.384 -0.340  -0.5162
C -1.594 -0.892 -0.437  -0.5515
O -0.408 -0.403 -0.803  -0.7579
H 0.357 -2.752 0.217  0.2347
H -0.825 -3.982 0.740  0.2787
H -0.740 -2.372 1.532  0.2446
H -1.380 -2.707 -1.259  0.2321
H -1.957 -0.537 0.568  0.2935
H -2.427 -0.655 -1.143  0.2420
C 0.781 2.014 0.234  -0.0414
O 1.396 3.329 0.037  -0.5637
C 1.923 1.085 0.560  -0.9579
H 0.022 2.085 1.018  0.2181
H 0.349 1.650 -0.695  0.2580
H 0.683 3.902 -0.248  0.2780
H 2.489 1.444 1.427  0.3203
H 1.587 0.061 0.681  0.2468
H 2.626 1.176 -0.268  0.2257

Entry 3:
Entry from OMol25: a structure of composition C43H36BBrN5O6STm (ωB97M-V with the def2-TZVPD basis set).

Spin multiplicity: 3
<S²>: 2.00
Gap between HOMO and LUMO (spin up / spin down), eV: 6.36 / 6.36
E_LUMO (spin up / spin down), eV: -0.291 / -0.292

Each line ends with the Mulliken charge.
Geometry (Å):
Tm 0.818 -1.041 1.151  0.7616
O -0.292 -3.144 1.839  -0.7265
S 0.593 -3.761 0.806  2.2799
O 2.021 -3.432 1.034  -0.6858
N 0.068 -2.767 -0.470  -0.3758
C 0.532 -3.025 -1.752  0.2820
C 0.970 -4.254 -2.270  -0.2442
C 1.473 -4.314 -3.597  -0.8053
C 1.595 -3.182 -4.414  -0.9921
C 1.223 -1.934 -3.891  0.6420
C 1.365 -0.715 -4.625  -0.6341
C 0.770 0.441 -4.153  -1.0126
C 0.044 0.365 -2.945  0.0448
N -0.044 -0.701 -2.154  -0.0555
C 0.535 -1.839 -2.596  0.3387
C 0.355 -5.512 0.805  0.0827
C 1.366 -6.507 0.885  -0.0017
C 1.025 -7.867 0.968  -0.6370
C -0.305 -8.273 0.976  -0.2850
C -1.302 -7.316 0.946  -0.7217
C -0.967 -5.968 0.889  -0.6465
H 0.855 -5.197 -1.716  0.3498
H 1.711 -5.282 -4.016  0.4087
H 1.828 -3.252 -5.460  0.4160
H 1.971 -0.710 -5.550  0.3741
H 0.689 1.351 -4.761  0.4264
H -0.588 1.183 -2.649  0.4327
H 2.443 -6.277 0.866  0.3972
H 1.839 -8.586 0.928  0.3890
H -0.513 -9.365 0.994  0.3407
H -2.345 -7.616 0.927  0.3942
H -1.782 -5.242 1.010  0.3585
C -0.116 5.450 0.804  -0.7582
C 0.517 4.433 0.094  -0.8345
C 0.492 3.100 0.534  -0.2662
C -0.051 2.806 1.779  -0.1501
C -0.489 3.851 2.614  -0.3967
C -0.536 5.135 2.104  -0.6047
N -0.173 1.451 2.297  1.1168
N -0.007 1.484 3.743  -0.9526
C 0.360 0.296 4.221  0.2637
C 0.526 0.232 5.648  -0.8866
C 1.236 -0.789 6.176  -0.3543
C 1.438 -1.935 5.378  -0.7915
C 1.104 -1.923 4.057  -0.0372
N 0.687 -0.798 3.442  0.2157
H -0.232 6.444 0.375  0.4804
H 1.004 4.620 -0.881  0.4121
H 0.924 2.288 -0.080  0.6923
H -0.767 3.580 3.651  0.4024
H -0.944 5.920 2.715  0.3744
H 0.229 1.117 6.200  0.4300
H 1.584 -0.779 7.234  0.3548
H 1.863 -2.849 5.743  0.4184
H 1.187 -2.827 3.459  0.3106
C -5.906 4.079 -2.658  -1.6758
C -4.468 3.813 -2.113  2.1962
C -3.910 5.201 -1.742  -1.6050
C -3.614 3.315 -3.253  -2.0539
C -4.432 2.868 -0.907  -0.4955
C -5.025 3.219 0.299  -0.3352
C -4.598 2.694 1.528  -1.2014
C -3.642 1.684 1.407  0.7740
O -2.765 1.438 2.485  -0.8566
B -1.543 1.030 1.858  0.7355
O -1.886 0.551 0.533  0.2724
C -3.047 1.226 0.232  -0.0483
C -3.572 1.742 -0.942  -0.4002
H -5.787 4.786 -3.494  0.4133
H -6.608 4.540 -1.936  0.3076
H -6.350 3.154 -3.039  0.4059
H -3.873 5.778 -2.661  0.4835
H -2.885 5.078 -1.346  0.2638
H -4.491 5.711 -0.968  0.3635
H -3.581 3.981 -4.127  0.4403
H -4.017 2.343 -3.627  0.3707
H -2.579 3.188 -2.914  0.4052
H -5.827 3.971 0.232  0.3388
H -4.945 3.176 2.464  0.4196
H -3.199 1.361 -1.901  0.5336
Br 4.058 2.941 -0.105  -0.1051
C 5.013 1.344 -0.287  0.2824
C 6.241 1.519 -0.942  -0.6664
C 7.115 0.431 -0.958  -0.4681
C 6.762 -0.772 -0.355  -0.5505
C 5.534 -0.942 0.222  -0.5019
C 4.569 0.067 0.092  0.0037
C 3.140 -0.127 0.536  0.7630
O 2.900 -0.673 1.667  -0.6135
O 2.160 0.155 -0.228  -0.1089
H 6.463 2.420 -1.488  0.4005
H 8.114 0.621 -1.343  0.3603
H 7.432 -1.657 -0.335  0.3297
H 5.258 -1.823 0.803  0.4881

Entry 4:
Entry from OMol25: a cluster of 4 separate species, C22H29Cl2F7NO13P2S in total (ωB97M-V with the def2-TZVPD basis set).

Charge: -1
Relative energy (zero: lowest compared OMol25 entry of this formula, charge and spin), kcal/mol: 255.8
Gap between HOMO and LUMO, eV: 7.31
E_LUMO, eV: 1.991

Each line ends with the Mulliken charge.
Geometry (Å):
C 1.162 -6.041 -0.806  -0.7930
C 0.740 -4.988 0.051  -0.2336
C -0.023 -3.705 0.807  -0.0253
C 0.279 -2.237 0.109  0.5499
C -0.315 -2.435 -1.393  0.7025
F -1.488 -3.385 -1.485  -0.4268
F -0.869 -1.193 -2.053  -0.3465
C 0.797 -2.929 -2.536  0.4267
F 1.157 -1.853 -3.503  -0.2718
F 0.059 -3.948 -3.377  -0.3546
O 1.661 -1.818 -0.146  -0.1281
P 2.245 -0.243 0.264  1.1318
C 1.359 0.774 -1.104  -0.5107
C 2.595 1.551 0.968  -1.3648
S 3.398 -0.747 2.031  -0.4168
C 3.737 -0.246 -0.996  0.0338
Cl 4.114 1.194 -2.166  -0.1942
C 4.674 -1.400 -1.170  0.0071
C 4.642 -2.787 -0.324  -0.7400
Cl 6.065 -1.261 -2.453  -0.2804
O 0.719 0.067 1.142  0.0059
C -0.273 -1.062 1.122  -0.1336
C -1.793 -0.434 0.775  -0.8737
P -0.565 -1.337 2.970  1.3919
N 0.581 -2.059 3.829  -0.9737
O -2.039 -2.317 3.108  -0.5514
O -0.758 0.252 3.749  -0.5906
H 1.887 -6.826 -1.334  0.3035
H 0.427 -3.810 1.907  0.4247
H -1.186 -3.918 0.971  0.3778
H 1.705 -3.513 -2.096  0.0386
H 1.433 0.307 -2.182  0.2564
H 1.645 1.934 -1.082  -0.0348
H 0.188 0.801 -0.871  -0.3135
H 3.405 2.131 0.371  0.1613
H 3.005 1.487 2.088  0.4198
H 1.561 2.136 1.080  0.2162
H 3.266 -2.156 2.143  0.0476
H 5.424 -3.523 -0.849  0.3325
H 5.099 -2.673 0.775  0.2081
H 3.647 -3.402 -0.348  0.1199
H -2.419 -1.392 0.432  0.3853
H -1.790 0.282 -0.147  0.1787
H -2.344 -0.024 1.718  0.1133
H 1.320 -2.291 3.139  0.1670
H -2.831 -1.710 3.195  0.3066
H -0.867 0.937 3.025  0.3609
C 1.975 5.591 -4.291  -0.4721
C 3.003 4.739 -3.628  0.3047
O 2.279 4.073 -2.619  -0.2226
C 1.008 3.975 -3.101  0.6069
O 0.159 3.228 -2.644  -0.4632
O 0.803 4.811 -4.164  -0.3411
F 3.953 5.500 -3.039  -0.3064
H 1.829 6.551 -3.784  0.2798
H 2.207 5.781 -5.342  0.2594
H 3.472 4.004 -4.291  0.3165
C -4.499 -2.345 -2.183  0.1153
C -5.037 -1.344 -1.219  0.1598
O -4.923 -0.123 -1.913  -0.2734
C -5.032 -0.453 -3.231  0.6070
O -5.256 0.350 -4.121  -0.5566
O -4.867 -1.796 -3.432  -0.3391
F -4.265 -1.278 -0.111  -0.1865
H -3.409 -2.437 -2.134  -0.0467
H -4.941 -3.336 -2.044  0.2833
H -6.082 -1.511 -0.935  0.1499
C -3.066 3.688 5.781  -0.4487
C -3.046 2.760 4.614  0.4804
O -2.523 3.552 3.572  -0.2867
C -1.712 4.458 4.188  0.6457
O -0.876 5.133 3.611  -0.5349
O -1.946 4.514 5.535  -0.3065
F -4.299 2.384 4.275  -0.3369
H -3.971 4.304 5.816  0.2706
H -2.964 3.161 6.733  0.2814
H -2.416 1.875 4.756  0.2507

Entry 5:
Entry from OMol25: a cluster of 2 separate species, C3H8NOS in total (ωB97M-V with the def2-TZVPD basis set).

Charge: +1
Relative energy (zero: lowest compared OMol25 entry of this formula, charge and spin), kcal/mol: 93.6
Gap between HOMO and LUMO, eV: 3.56
E_LUMO, eV: -6.596

Each line ends with the Mulliken charge.
Geometry (Å):
C -3.113 4.399 1.427  -0.6919
C -1.888 4.607 1.939  0.1290
C 1.681 -5.485 -1.406  -0.0181
N 1.791 -4.190 -1.542  -0.1551
O -0.634 5.014 1.269  -0.3024
S 0.546 5.698 2.294  -0.0376
H -3.901 3.855 2.089  0.2036
H -3.333 4.336 0.410  0.3057
H -1.521 4.482 2.984  0.2577
H 0.819 -5.887 -0.898  0.3077
H 2.702 -6.078 -1.318  0.2687
H 2.777 -3.892 -1.692  0.3114
H 1.103 -3.469 -1.426  0.2854
H 1.445 5.538 1.382  0.1358

Entry 6:
Entry from OMol25: a cluster of 4 separate species, C27H18FO16 in total (ωB97M-V with the def2-TZVPD basis set).

Charge: -1
Gap between HOMO and LUMO, eV: 5.55
E_LUMO, eV: -0.262

Each line ends with the Mulliken charge.
Geometry (Å):
C -0.635 -2.189 1.370  -1.3278
C -1.863 -1.369 1.041  0.4692
F -1.828 -0.234 1.845  -0.3119
C -1.947 -0.987 -0.411  0.3781
C -1.687 -1.820 -1.413  -0.2812
C -1.844 -1.344 -2.812  -0.3872
O -2.189 -2.099 -3.693  -0.6187
C -1.563 0.085 -3.004  -0.1086
C -1.803 0.941 -2.018  0.2574
C -1.410 2.424 -2.184  0.2111
O -1.974 3.220 -1.421  -0.6670
O -0.529 2.613 -3.059  -0.7298
C -2.421 0.400 -0.781  0.4238
O -3.291 0.939 -0.158  -0.5529
H -0.579 -3.109 0.801  0.3787
H 0.262 -1.593 1.247  0.3408
H -0.694 -2.461 2.423  0.3414
H -2.757 -1.932 1.315  0.1874
H -1.381 -2.841 -1.248  0.3752
H -1.127 0.445 -3.918  0.5919
C 0.114 -1.303 -7.410  -1.1951
C 1.086 -2.185 -7.664  0.3876
C 2.409 -2.152 -6.947  1.1115
O 3.223 -3.012 -7.247  -0.6656
C 2.637 -1.123 -5.957  -0.8591
C 1.667 -0.232 -5.692  0.3585
C 0.339 -0.270 -6.410  1.0968
O -0.462 0.580 -6.097  -0.6115
O 1.787 0.724 -4.791  -0.5606
O 0.980 -3.163 -8.560  -0.6050
H -0.840 -1.319 -7.917  0.4258
H 3.592 -1.110 -5.450  0.4303
H 0.938 1.217 -4.742  0.3581
H 1.828 -3.645 -8.521  0.3660
C -0.699 4.818 3.054  -1.2508
C -1.222 5.938 3.558  0.3629
C -2.550 6.481 3.109  1.1061
O -2.935 7.506 3.663  -0.7008
C -3.264 5.781 2.081  -0.9610
C -2.751 4.650 1.541  0.5925
C -1.427 4.083 2.021  0.8999
O -1.040 3.035 1.557  -0.4240
O -3.355 3.988 0.599  -0.5283
O -0.635 6.672 4.505  -0.6138
H 0.249 4.418 3.383  0.4245
H -4.208 6.193 1.754  0.4452
H -2.767 3.263 0.262  0.2727
H -1.253 7.411 4.667  0.3666
C 3.563 -2.513 4.280  -1.0366
C 3.773 -2.290 5.583  0.3955
C 3.073 -3.085 6.655  1.0321
O 3.346 -2.822 7.812  -0.6335
C 2.125 -4.106 6.253  -0.9713
C 1.911 -4.326 4.949  0.3485
C 2.629 -3.548 3.877  1.0540
O 2.378 -3.835 2.722  -0.6153
O 1.064 -5.234 4.488  -0.5781
O 4.607 -1.369 6.044  -0.5733
H 4.060 -1.948 3.504  0.4389
H 1.617 -4.661 7.029  0.4152
H 1.110 -5.174 3.513  0.3589
H 4.562 -1.426 7.018  0.3658